The following is a quantum chemistry calculation of an isolated molecule of H11NSi4 at a distorted geometry, from the Open Molecules 2025 dataset.

```
16
Properties=species:S:1:pos:R:3:forces:R:3
N 0.1504 -1.2809 -0.0948 -0.8 -1.9 1.0
Si 0.0387 0.1412 2.9241 0.5 1.1 1.8
Si 0.4411 1.3776 -2.2468 -0.5 0.8 0.2
Si -1.0096 -0.5662 0.9919 -0.1 -1.0 -0.2
Si 0.4667 -0.9585 -1.7614 2.1 0.3 -0.9
H 0.2683 -2.2879 0.2047 0.2 1.3 -0.4
H -0.0834 1.4043 3.7194 0.0 0.8 -0.5
H -0.1601 -0.5611 4.1950 -0.4 -1.3 -0.3
H 1.4263 0.1403 2.4165 0.1 0.0 -0.3
H 0.4651 1.5238 -3.6958 -0.1 -0.2 -0.6
H 1.6806 2.1169 -1.8633 -0.2 -0.3 0.3
H -0.7790 2.2298 -1.8310 0.8 -0.8 0.0
H -2.2279 -1.3426 1.3438 0.0 0.0 0.3
H -1.3961 0.5988 0.2084 0.0 0.6 -0.3
H 1.9113 -1.5541 -2.0336 -1.4 0.7 0.1
H -0.4887 -1.7070 -2.5765 -0.2 -0.1 -0.3
```
Forces are in eV/Å.

Properties
net charge: 0
spin multiplicity: 3
frontier orbital gap (alpha / beta): 5.1 / 6.1 eV

The following is a quantum chemistry calculation of a structure of composition C3H6LiO5V at a distorted geometry, from the Open Molecules 2025 dataset.

```
16
Properties=species:S:1:pos:R:3:forces:R:3
H -3.2504 -0.4437 0.4102 -0.1 0.7 0.0
C -2.3790 -0.1957 -0.2258 0.1 -0.9 0.1
C -1.1776 -0.8605 0.4207 0.0 0.2 0.2
O -0.2842 -1.3889 -0.5325 1.2 1.4 -1.8
Li -3.2878 2.4771 -0.5010 0.5 -0.3 0.0
O -2.0998 1.1607 -0.4146 -0.1 1.5 -0.1
H -2.6042 -0.6789 -1.1958 0.3 0.0 0.3
H -1.4330 -1.6036 1.1928 -0.1 -0.6 -0.9
H -0.7523 -0.1071 1.1056 0.4 0.3 -0.4
C 1.8148 0.0438 0.0649 3.7 3.3 -0.1
O 2.2536 0.5533 1.1039 -1.8 -1.6 -0.5
O 2.4326 -1.0147 -0.5244 -0.9 -0.7 0.3
H 2.2775 -1.7838 0.0365 0.3 -0.1 0.0
V -0.0914 2.0746 -0.4270 -2.3 0.5 0.5
O 1.1685 0.7659 -0.8255 0.4 -1.5 -0.4
H 0.1379 -0.6468 -1.2216 -1.8 -2.3 2.9
```
Forces are in eV/Å.

Properties
net charge: 0
spin multiplicity: 5
frontier orbital gap (alpha / beta): 5.0 / 8.4 eV

The following is a quantum chemistry calculation of an isolated molecule of C8H9NOS at a distorted geometry, from the Open Molecules 2025 dataset.

```
20
Properties=species:S:1:pos:R:3:forces:R:3
C 2.3852 -0.7366 -0.8888 -0.7 -0.8 -2.1
C 3.5416 -1.0160 -0.2655 0.1 0.3 2.1
C 1.7333 0.3575 -0.1615 -0.4 -1.8 -2.9
C -0.6118 1.2149 -1.1252 -2.2 -1.4 -0.1
C 0.5441 0.8742 -0.7041 1.4 0.0 1.5
C -2.0181 0.6033 -0.7730 -0.1 2.1 1.0
C -1.9736 -0.4977 0.3020 0.3 1.4 0.7
C -1.5473 0.1301 1.6650 3.1 -4.0 -0.1
N 2.4758 0.6722 0.8408 0.3 1.1 2.1
O 3.5408 -0.1649 0.8743 0.7 -0.7 -1.1
S -1.2933 -2.1008 -0.1494 0.5 0.7 0.0
H 1.9013 -1.1378 -1.8285 1.0 0.3 1.4
H 4.4250 -1.7474 -0.2284 -1.8 1.3 -0.5
H -0.7525 1.9070 -1.9115 0.3 1.1 -0.8
H -2.6857 1.5784 -0.4953 1.5 -2.3 0.1
H -2.5784 0.2542 -1.6214 0.4 -0.3 -0.9
H -2.9663 -0.8835 0.3745 -1.4 0.0 0.3
H -1.7848 -0.5002 2.5456 -0.1 0.0 -0.7
H -1.9419 1.0508 1.8587 -1.0 2.6 0.1
H -0.3930 0.1424 1.6916 -1.8 0.4 -0.1
```
Forces are in eV/Å.

Properties
net charge: 0
frontier orbital gap (alpha / beta): 6.0 / 8.8 eV

The following is a quantum chemistry calculation of a cluster of 3 separate species, C4H15NO3 in total at a distorted geometry, from the Open Molecules 2025 dataset.

```
23
Properties=species:S:1:pos:R:3:forces:R:3
C 0.1983 0.6780 0.2056 -0.3 -0.2 0.2
N 0.5353 -0.7247 -0.0411 0.3 0.7 -0.5
C 1.4026 -1.2795 0.9869 0.8 -0.4 0.3
C 1.2508 -0.8421 -1.3330 0.7 -0.3 0.2
C 0.6806 0.0079 -2.4562 -1.7 -1.3 1.0
O -0.7448 -0.1610 -2.5666 -0.7 1.2 -0.6
H -0.4405 0.8314 1.0601 0.3 -0.5 0.6
H 1.0815 1.2891 0.3554 0.4 0.4 -0.2
H -0.4605 1.0816 -0.5647 0.7 -0.1 -0.4
H 2.4533 -0.9238 0.8550 -0.4 -0.3 0.0
H 1.3971 -2.3859 0.9584 0.1 0.5 -0.2
H 1.1686 -1.0232 2.0210 -0.7 0.3 -0.2
H 1.3203 -1.9163 -1.5433 -0.4 0.1 -0.4
H 2.3327 -0.5702 -1.2916 -0.3 0.3 0.5
H 1.0586 -0.3267 -3.4141 0.7 0.4 -0.1
H 0.8208 1.0755 -2.2148 0.2 -0.5 -0.6
H -1.1961 -0.9242 -2.2046 0.9 -0.4 0.4
H -2.2801 1.1838 -0.1919 -0.6 -0.2 0.2
H -3.2683 1.4225 1.0440 0.1 -0.2 -0.6
O -2.4996 1.7490 0.5568 -0.1 0.4 0.5
H -1.6538 0.4360 2.5106 0.0 -0.3 -0.1
H -1.5541 1.1070 3.8185 0.0 -0.2 0.3
O -1.6028 0.2158 3.4494 0.0 0.6 -0.2
```
Forces are in eV/Å.

Properties
net charge: 0
SMILES string: CN(C)CCO.O.O
frontier orbital gap: 9.6 eV

Q: Number 2 is which compound?
A: C3H6LiO5V